Here is a cluster of 3 separate species, C17H45BN5O3 in total in a non-equilibrium geometry from the Open Molecules 2025 dataset. Energies are from wB97M-V/def2-TZVPD.

Its net charge is +1. The largest force on an atom is 0.0507 Eh/bohr. Its spin multiplicity is 1. Its frontier orbital gap is 9.10 eV. The calculated total energy comes out at -1198.89345 hartree. The HOMO energy comes out at -11.56 eV.

XYZ file:
```
71
Properties=species:S:1:pos:R:3:lowdin_charge:R:1
C 1.81791 0.51799 2.31407 -0.07
C 1.66613 1.78157 1.39345 -0.25
N 0.24652 2.15352 1.31616 0.00
C -0.27434 1.96281 -0.04113 -0.30
C 0.19662 3.03020 -1.05923 -0.08
C -0.43128 4.40622 -0.65574 -0.30
C -0.07751 5.54417 -1.68360 -0.20
C 1.40526 5.49175 -2.18569 -0.09
C -1.98603 4.23480 -0.69486 -0.12
C -2.58563 3.00826 0.03571 -0.07
N -1.74236 1.76602 0.05622 0.07
B -2.31023 0.69024 -0.89356 -0.55
N -1.75075 0.32301 -2.17814 0.23
O -3.43794 -0.01740 -0.42641 0.15
H 1.11883 0.66679 3.15460 0.07
H 2.85274 0.39503 2.65336 0.08
H 1.44140 -0.36788 1.77181 0.05
H 2.31051 2.58752 1.77916 0.12
H 2.09106 1.48672 0.41607 0.11
H 0.07772 3.10063 1.63050 0.11
H 0.15162 0.99375 -0.35994 0.15
H -0.04168 2.82367 -2.11515 0.13
H 1.29164 3.08019 -0.97283 0.11
H -0.04049 4.76091 0.31175 0.14
H -0.79929 5.60045 -2.51036 0.11
H -0.18141 6.48330 -1.10922 0.11
H 2.06689 4.91653 -1.52676 0.07
H 1.77688 6.52875 -2.21439 0.08
H 1.40117 5.13107 -3.22419 0.08
H -2.41145 5.13512 -0.21564 0.13
H -2.29088 4.29471 -1.75261 0.12
H -2.90564 3.29266 1.05036 0.14
H -3.52737 2.74325 -0.48235 0.14
H -1.88740 1.34702 0.98616 0.19
H -1.26346 -0.56909 -2.09226 0.09
H -1.06365 0.97971 -2.53403 0.07
H -3.08588 -0.64250 0.23362 0.10
C -1.18309 -4.31448 3.74835 -0.06
C -1.99082 -3.05016 4.02408 -0.42
C -2.58176 -2.41087 2.75566 -0.20
O -1.63824 -1.68458 1.97056 -0.23
C -0.85423 -2.48840 1.09208 -0.11
N -1.15371 -2.10653 4.77336 0.05
H -0.20334 -4.09822 3.32126 0.06
H -1.01193 -4.86071 4.67598 0.08
H -1.71518 -4.98006 3.06485 0.08
H -2.83199 -3.33656 4.66134 0.14
H -3.32964 -1.67609 3.06716 0.12
H -3.10772 -3.14970 2.13923 0.12
H -1.41811 -3.33541 0.69521 0.10
H 0.04715 -2.83728 1.59916 0.07
H -0.54099 -1.86433 0.25475 0.05
H -1.71901 -1.30521 5.04250 0.07
H -0.47468 -1.71750 4.12346 0.06
C 2.35368 -2.62760 -0.70363 -0.06
C 1.63004 -3.63162 -1.59736 -0.41
C 2.42016 -4.00559 -2.86230 -0.20
O 2.39090 -3.01907 -3.87934 -0.19
C 3.33209 -1.97167 -3.72061 -0.10
N 0.29664 -3.10888 -1.92992 0.04
H 2.32397 -1.61361 -1.10729 0.06
H 1.88770 -2.59267 0.28161 0.05
H 3.39899 -2.90825 -0.56396 0.09
H 1.49941 -4.54743 -1.01363 0.14
H 1.95220 -4.89034 -3.30105 0.13
H 3.45274 -4.28456 -2.62313 0.12
H 4.26476 -2.32515 -3.27305 0.09
H 2.91022 -1.16101 -3.12002 0.07
H 3.55480 -1.57037 -4.70920 0.09
H -0.21221 -3.82089 -2.44729 0.09
H 0.43295 -2.36672 -2.61372 0.06
```

***

Here is a structure of composition C17H45FN2O6Si2 in a non-equilibrium geometry from the Open Molecules 2025 dataset. Energies are from wB97M-V/def2-TZVPD.

Its net charge is 0. The largest force on an atom is 0.0764 Eh/bohr. Its spin multiplicity is 1. Its frontier orbital gap is 8.98 eV. The calculated total energy comes out at -1914.39558 hartree. The HOMO energy comes out at -8.46 eV.

XYZ file:
```
73
Properties=species:S:1:pos:R:3:lowdin_charge:R:1
C -2.10964 -2.14952 4.18224 -0.14
C -0.88253 -1.10828 4.49521 -0.22
C 0.56033 -1.51187 3.82916 -0.26
O 1.31898 -0.22638 3.68267 -0.30
Si 2.09222 -0.12595 2.10786 0.46
C 1.04248 1.00472 0.94798 -0.21
C 0.89684 0.17116 -0.49442 -0.18
F 1.99181 0.52488 -1.45064 -0.15
O 3.70083 0.59179 2.26394 -0.45
Si 4.72352 -0.47115 1.24582 0.58
H -2.46187 -2.09441 3.04978 0.07
H -1.92617 -3.25201 4.55207 0.08
H -3.04704 -1.75850 4.80970 0.08
H -0.72043 -0.97625 5.64660 0.11
H -1.15919 -0.02896 4.06845 0.12
H 0.49739 -2.12536 2.83457 0.10
H 1.21519 -2.15439 4.59309 0.14
H 2.27236 -1.46904 1.57456 0.00
H 1.51310 2.07263 0.75887 0.11
H -0.03993 1.16213 1.37655 0.09
H 0.98205 -0.98445 -0.20791 0.10
H -0.17685 0.35864 -0.93229 0.12
H 5.26891 -1.58241 2.02862 -0.07
H 5.86113 0.31816 0.72730 -0.06
H 3.88990 -1.02695 0.18160 -0.07
C -6.59185 -5.33300 0.62666 -0.11
O -7.02962 -4.20700 -0.12220 -0.20
C -8.26449 -3.65784 0.35600 -0.20
C -8.03120 -2.27621 0.98777 -0.20
N -7.30107 -2.38439 2.25663 -0.06
C -6.80963 -1.10249 2.76669 -0.20
C -5.77087 -0.34841 1.91175 -0.21
O -4.50615 -1.00700 1.82112 -0.20
C -4.42998 -1.99880 0.80579 -0.10
H -5.74410 -5.78241 0.10040 0.09
H -6.25382 -5.03129 1.62062 0.07
H -7.38355 -6.08362 0.71114 0.09
H -8.78003 -4.33595 1.04788 0.12
H -8.90809 -3.53106 -0.52048 0.12
H -8.99945 -1.79383 1.17004 0.12
H -7.47591 -1.67134 0.26411 0.10
H -6.50588 -3.00068 2.12622 0.07
H -6.35490 -1.31084 3.74192 0.12
H -7.66668 -0.44271 2.95765 0.12
H -5.57204 0.60532 2.41497 0.12
H -6.14969 -0.08533 0.91803 0.11
H -5.05085 -1.76061 -0.06135 0.09
H -4.69875 -2.97224 1.21829 0.07
H -3.38866 -2.06641 0.47474 0.09
C 7.30792 5.26638 -4.46463 -0.12
O 6.33368 5.28120 -3.42976 -0.20
C 4.99029 5.37210 -3.92188 -0.20
C 4.23329 4.05868 -3.66827 -0.20
N 4.73702 2.97702 -4.52329 -0.06
C 4.25347 1.64831 -4.14167 -0.19
C 4.65937 1.11615 -2.75220 -0.23
O 6.05651 0.84833 -2.61909 -0.19
C 6.84276 1.98039 -2.27177 -0.10
H 8.29556 5.36158 -4.00301 0.09
H 7.27841 4.32200 -5.01284 0.07
H 7.16594 6.10482 -5.15325 0.09
H 4.95449 5.66049 -4.98011 0.12
H 4.50242 6.16663 -3.34810 0.12
H 3.16627 4.21113 -3.87239 0.12
H 4.34909 3.80969 -2.60879 0.10
H 5.75060 2.97067 -4.48158 0.06
H 4.63802 0.95062 -4.89441 0.12
H 3.15885 1.62856 -4.22962 0.12
H 4.15921 0.14937 -2.61975 0.11
H 4.30035 1.74966 -1.93368 0.10
H 6.30098 2.69095 -1.64270 0.09
H 7.21098 2.46687 -3.17607 0.07
H 7.71836 1.62826 -1.71694 0.09
```

***

Here is a structure of composition C17H46Cl3F3KO23P5PtS in a non-equilibrium geometry from the Open Molecules 2025 dataset. Energies are from wB97M-V/def2-TZVPD.

Its net charge is +2. The largest force on an atom is 0.0973 Eh/bohr. Its spin multiplicity is 3. Its frontier orbital gap (alpha / beta) is 5.24 / 4.51 eV. The calculated total energy comes out at -6909.94143 hartree. The HOMO energy (alpha / beta) comes out at -13.28 / -13.28 eV.

XYZ file:
```
100
Properties=species:S:1:pos:R:3:lowdin_charge:R:1
Pt -1.59243 -4.07414 2.33735 1.35
K -3.45240 0.72574 4.15886 0.94
C -0.31259 -0.36262 0.07961 -0.55
F -0.27705 1.00477 -0.23731 0.10
F -1.03604 -1.09530 -0.76054 0.15
F 0.94632 -0.77379 -0.03184 0.07
S -0.87186 -0.68483 1.90604 0.54
O -0.83551 -2.16141 2.06004 -0.47
O 0.15591 -0.09046 2.75964 -0.25
O -2.19366 -0.18500 2.06199 -0.40
C 8.13610 2.29541 3.36240 -0.13
O 7.19731 1.65991 2.59473 -0.22
P 5.64320 2.00197 2.82188 0.44
O 5.03146 1.77446 4.15460 -0.24
O 4.81236 1.05276 1.77008 -0.23
C 3.62992 0.30860 2.17943 -0.09
O 5.45688 3.40376 2.14550 -0.19
C 6.06146 3.72444 0.94809 -0.11
H 8.83048 1.58370 3.80893 0.10
H 7.62850 2.81306 4.17633 0.09
H 8.59308 3.09782 2.78325 0.10
H 3.61907 -0.67489 1.70962 0.07
H 2.74744 0.86274 1.85965 0.06
H 3.51156 0.15654 3.25226 0.08
H 6.20327 4.80062 1.04727 0.10
H 5.38478 3.86384 0.10502 0.08
H 6.99422 3.19740 0.74737 0.10
C 2.77434 -3.74552 0.69355 -0.08
O 2.16798 -4.45022 -0.37678 -0.23
P 0.76511 -5.29424 -0.10104 0.57
O -0.21647 -4.60479 0.80549 -0.37
O 0.31586 -5.66279 -1.55873 -0.23
C 1.22014 -6.25852 -2.48214 -0.08
O 1.20542 -6.79902 0.49236 -0.22
C 0.27013 -7.84573 0.26593 -0.10
H 3.32225 -4.41520 1.35644 0.11
H 2.02734 -3.12562 1.18933 0.07
H 3.48528 -3.04276 0.25905 0.10
H 1.14607 -5.65902 -3.38946 0.07
H 0.77350 -7.22871 -2.69969 0.10
H 2.18179 -6.50758 -2.03347 0.11
H 0.80227 -8.36000 -0.53435 0.10
H -0.75201 -7.63718 -0.05002 0.09
H 0.21575 -8.41593 1.19331 0.10
C -4.62677 -0.91080 0.34906 -0.12
O -4.03681 -1.80633 -0.58288 -0.19
P -3.80760 -3.45645 -0.35109 0.62
O -2.74229 -3.81470 0.68115 -0.42
O -5.34533 -3.90914 -0.12457 -0.17
C -5.94116 -4.06637 1.14199 -0.11
O -3.50846 -3.94221 -1.85966 -0.17
C -3.12725 -5.27265 -2.11497 -0.09
H -5.39555 -0.33144 -0.16224 0.11
H -4.02137 -0.03918 0.59782 0.04
H -4.98933 -1.22514 1.32775 0.09
H -6.54670 -4.97258 1.15581 0.10
H -6.69369 -3.31820 1.39108 0.10
H -5.29865 -4.17739 2.01546 0.08
H -2.71472 -5.89848 -1.32361 0.09
H -2.41181 -5.23132 -2.93627 0.10
H -3.99309 -5.76325 -2.55965 0.11
C -6.65809 4.78044 -0.10011 -0.09
O -6.21348 3.53912 0.36755 -0.25
P -4.85343 3.31674 1.24489 0.47
O -4.56059 1.94100 1.76543 -0.32
O -3.80893 3.93513 0.22163 -0.20
C -2.44660 3.44025 0.02632 -0.04
O -5.08795 4.48244 2.32862 -0.24
C -6.19476 4.53393 3.26835 -0.05
H -7.03055 4.49297 -1.08333 0.11
H -5.92158 5.58002 -0.02058 0.10
H -7.45062 4.94271 0.63041 0.08
H -2.54165 2.36877 0.20240 0.07
H -1.71911 4.06553 0.54389 0.10
H -2.07901 3.67349 -0.97296 0.10
H -6.94437 5.10012 2.71552 0.08
H -6.07552 4.92520 4.27869 0.10
H -6.55878 3.50789 3.32154 0.08
C 2.07566 2.01918 -4.42470 -0.13
O 1.82544 3.27462 -3.82853 -0.24
P 2.95326 4.21643 -3.13339 0.49
O 4.10094 4.50085 -4.07251 -0.25
O 1.99580 5.49971 -2.68437 -0.24
C 2.54416 6.79326 -2.62362 -0.12
O 3.38261 3.58434 -1.74373 -0.22
C 2.29283 3.30631 -0.83112 -0.09
H 1.07086 1.77150 -4.76695 0.08
H 2.54790 1.28349 -3.77367 0.00
H 2.76978 2.03529 -5.26496 0.10
H 3.39013 6.88287 -3.30510 0.09
H 2.78169 6.99031 -1.57823 0.09
H 1.82739 7.55552 -2.92908 0.09
H 2.48992 2.73664 0.07703 0.08
H 1.36999 3.04696 -1.34999 0.08
H 2.09719 4.29209 -0.40916 0.08
C 1.52467 -1.92470 -3.05136 -1.42
Cl 0.61105 -1.26066 -4.44795 0.57
Cl 2.64269 -0.68177 -2.26509 0.57
Cl 2.50033 -3.31707 -3.52673 0.59
H 0.83479 -2.26759 -2.28027 -0.01
```